Density functional theory data (ωB97M-V with the def2-TZVPD basis set) for 2 unconnected molecules or ions with the total composition ClH3Si.

Structure (XYZ):
```
5
Properties=species:S:1:pos:R:3
Cl 1.724 2.112 0.775
Si -0.422 -0.662 -0.067
H 0.593 0.022 0.618
H -1.443 0.301 -0.308
H -0.452 -1.772 -1.019
```

Values from the calculation:
Highest occupied orbital energy (alpha / beta) = -0.3717 / -0.3059 Ha
LUMO level (alpha / beta) = -2.221 / -3.473 eV
Energy above the lowest of the compared OMol25 structures with the same formula, charge and spin = 418.02 kJ/mol
DFT total energy = -20444.675 eV

---

Density functional theory data (ωB97M-V with the def2-TZVPD basis set) for 2 unconnected molecules or ions with the total composition ClH4NSi.

Structure (XYZ):
```
7
Properties=species:S:1:pos:R:3
Cl -2.140 0.263 0.135
Si -0.208 0.410 -0.341
N 0.566 -1.071 0.015
H 0.028 -1.772 0.477
H 1.172 -1.539 -0.610
H 0.731 2.421 1.807
H -0.150 1.288 -1.483
```

Values from the calculation:
Highest occupied orbital energy (alpha / beta) = -0.3509 / -0.2598 Ha
LUMO level (alpha / beta) = 0.093 / -0.158 eV
Energy above the lowest of the compared OMol25 structures with the same formula, charge and spin = 397.70 kJ/mol
DFT total energy = -21952.703 eV

---

Density functional theory data (ωB97M-V with the def2-TZVPD basis set) for a molecular structure, ClH4NaO2.

Structure (XYZ):
```
8
Properties=species:S:1:pos:R:3
Cl -4.530 16.223 14.043
Na -3.482 18.988 13.880
O -4.262 16.471 17.264
O -6.941 15.560 16.114
H -6.325 15.770 15.412
H -7.041 16.380 16.598
H -4.701 16.401 16.416
H -3.583 17.131 17.130
```

Values from the calculation:
Highest occupied orbital energy = -0.3348 Ha
LUMO level = -1.976 eV
Energy above the lowest of the compared OMol25 structures with the same formula, charge and spin = 0.00 kJ/mol
DFT total energy = -21099.687 eV

---

Density functional theory data (ωB97M-V with the def2-TZVPD basis set) for 2 unconnected molecules or ions with the total composition ClH5N2Si.

Structure (XYZ):
```
9
Properties=species:S:1:pos:R:3
Cl 0.512 -0.686 -2.637
Si -0.556 -0.080 0.072
N 0.139 1.450 -0.066
N 0.311 -1.010 1.176
H -1.834 -0.499 -0.527
H 0.220 -1.278 2.177
H 0.600 1.468 -1.000
H 0.801 -1.629 0.507
H -0.192 2.264 0.298
```

Values from the calculation:
Highest occupied orbital energy = -0.3418 Ha
LUMO level = -0.762 eV
Energy above the lowest of the compared OMol25 structures with the same formula, charge and spin = 236.73 kJ/mol
DFT total energy = -23461.662 eV